Entry 1:
This record from OMol25 describes a 2-piece molecular cluster, C3H3ClN2S overall in a non-equilibrium geometry. The level of theory is ωB97M-V/def2-TZVPD.

Each atom is followed by the atoms it is bonded to, with distances in Å.
Geometry (Å):
1 Cl 0.1592 -1.6348 -0.3814  C7 1.849
2 S 2.5185 1.4864 -0.6062  N3 1.567
3 N 3.1793 0.2041 0.0046  S2 1.567, N4 1.123
4 N 3.6355 -0.6507 0.5732  N3 1.123
5 C -1.1545 1.5189 0.2078  C6 1.203, H9 1.110
6 C -1.4150 0.3619 0.0042  C5 1.203, C7 1.410
7 C -1.5591 -1.0399 -0.0485  Cl1 1.849, C6 1.410, H8 1.032, H10 1.094
8 H -1.9252 -1.4917 0.8046  C7 1.032
9 H -1.1140 2.6282 0.1918  C5 1.110
10 H -2.3248 -1.3825 -0.7502  C7 1.094

Values from the calculation:
- strongest force on any atom (eV Å⁻¹) = 2.46
- net charge = 0
- E_LUMO (eV) = 0.609
- HOMO level (eV) = -9.72
- gap between HOMO and LUMO (eV) = 10.332

Entry 2:
This record from OMol25 describes one molecule with the formula C3H3ClN2S in a non-equilibrium geometry. The level of theory is ωB97M-V/def2-TZVPD.

Each atom is followed by the atoms it is bonded to, with distances in Å.
Geometry (Å):
1 Cl 2.2080 -2.0180 0.9364  C7 1.758
2 S -0.8118 -1.0586 -0.1949  N3 1.622, C6 1.866
3 N 0.4018 -0.0519 0.1861  S2 1.622, C7 1.405
4 N 2.8299 1.6452 1.7037  C5 1.147
5 C 2.3510 0.7026 1.2584  N4 1.147, C7 1.370
6 C -1.9136 0.1338 -1.1152  S2 1.866, H8 1.121, H9 1.152, H10 1.130
7 C 1.6455 -0.3619 0.7625  Cl1 1.758, N3 1.405, C5 1.370
8 H -2.0800 -0.1475 -2.1872  C6 1.121
9 H -1.6935 1.1804 -0.6877  C6 1.152
10 H -2.9371 -0.0239 -0.6621  C6 1.130

Values from the calculation:
- strongest force on any atom (eV Å⁻¹) = 7.76
- net charge = 0
- E_LUMO (alpha / beta) (eV) = -0.841 / -0.841
- HOMO level (alpha / beta) (eV) = -8.94 / -8.94
- gap between HOMO and LUMO (alpha / beta) (eV) = 8.103 / 8.103

Entry 3:
This record from OMol25 describes one molecule with the formula C3H3ClN2S in a non-equilibrium geometry. The level of theory is ωB97M-V/def2-TZVPD.

Each atom is followed by the atoms it is bonded to, with distances in Å.
Geometry (Å):
1 Cl -1.1523 1.1137 2.9845  S2 2.005
2 S -1.8968 0.2600 1.3302  Cl1 2.005, C7 2.138
3 N 1.2371 0.4511 -2.7084  C5 1.154
4 N 0.9763 0.6079 0.8935  C7 1.193, H8 1.017
5 C 0.6149 -0.0615 -1.8831  N3 1.154, C6 1.445
6 C -0.0765 -0.7659 -0.8283  C5 1.445, C7 1.502, H9 1.114, H10 1.125
7 C 0.0304 0.0497 0.4280  S2 2.138, N4 1.193, C6 1.502
8 H 1.0572 1.3218 1.6128  N4 1.017
9 H 0.3038 -1.8091 -0.7379  C6 1.114
10 H -1.0942 -1.1678 -1.0913  C6 1.125

Values from the calculation:
- strongest force on any atom (eV Å⁻¹) = 4.10
- net charge = 0
- E_LUMO (eV) = -0.081
- HOMO level (eV) = -9.40
- gap between HOMO and LUMO (eV) = 9.315

Entry 4:
This record from OMol25 describes one molecule with the formula C3H3ClN2S in a non-equilibrium geometry. The level of theory is ωB97M-V/def2-TZVPD.

Each atom is followed by the atoms it is bonded to, with distances in Å.
Geometry (Å):
1 Cl 3.3567 -0.4293 -0.0230  C5 1.707
2 S 0.4795 -1.4663 -0.1169  C5 1.742, C6 1.774
3 N -0.3387 1.0269 -0.0822  C6 1.277, C7 1.411
4 N -2.0781 -0.5470 -0.0962  C6 1.382, H8 1.012, H9 1.071
5 C 1.6687 -0.1928 -0.1136  Cl1 1.707, S2 1.742, C7 1.356
6 C -0.7451 -0.1834 -0.0912  S2 1.774, N3 1.277, N4 1.382
7 C 1.0717 1.0242 -0.1120  N3 1.411, C5 1.356, H10 1.101
8 H -2.2895 -1.4107 0.3865  N4 1.012
9 H -2.7295 0.1918 0.3243  N4 1.071
10 H 1.6045 1.9867 -0.0757  C7 1.101

Values from the calculation:
- strongest force on any atom (eV Å⁻¹) = 2.39
- net charge = 0
- E_LUMO (eV) = 0.556
- HOMO level (eV) = -8.50
- gap between HOMO and LUMO (eV) = 9.053

Entry 5:
This record from OMol25 describes a 2-piece molecular cluster, C3H3ClN2S2Si overall in a non-equilibrium geometry. The level of theory is ωB97M-V/def2-TZVPD.

Each atom is followed by the atoms it is bonded to, with distances in Å.
Geometry (Å):
1 Cl -3.6010 -0.1800 -1.0239  Si4 2.082
2 S -2.4969 -2.2672 1.5553  Si4 2.230, C9 1.678
3 S -0.8684 -3.0685 -2.2931  C7 1.701
4 Si -1.8826 -0.9456 -0.1319  Cl1 2.082, S2 2.230, C8 1.903
5 N 1.4171 -1.3537 -2.3779  C7 1.174
6 N -0.0568 -3.7002 1.8181  C9 1.168
7 C 0.5055 -2.0852 -2.4870  S3 1.701, N5 1.174
8 C -0.2971 0.0808 0.0988  Si4 1.903, H10 1.142, H11 1.108, H12 1.041
9 C -1.0232 -3.0608 1.6738  S2 1.678, N6 1.168
10 H -0.3068 0.8510 0.9418  C8 1.142
11 H -0.0360 0.6617 -0.8072  C8 1.108
12 H 0.4746 -0.5863 0.3069  C8 1.041

Values from the calculation:
- strongest force on any atom (eV Å⁻¹) = 2.80
- net charge = 0
- E_LUMO (eV) = -2.248
- HOMO level (eV) = -9.08
- gap between HOMO and LUMO (eV) = 6.831

Entry 6:
This record from OMol25 describes a 2-piece molecular cluster, C3H3ClO overall in a non-equilibrium geometry. The level of theory is ωB97M-V/def2-TZVPD.

Each atom is followed by the atoms it is bonded to, with distances in Å.
Geometry (Å):
1 Cl 2.1408 1.3940 0.0447  C3 1.725
2 O 2.6792 -1.7033 0.1569  C4 1.132
3 C 0.7295 0.5361 -0.4526  Cl1 1.725, C5 1.321, H6 1.078
4 C 1.6368 -1.9392 -0.2178  O2 1.132
5 C -0.1538 0.0649 0.4090  C3 1.321, H7 1.076, H8 1.073
6 H 0.6460 0.4409 -1.5233  C3 1.078
7 H -0.0388 0.2010 1.4704  C5 1.076
8 H -1.0226 -0.4619 0.0637  C5 1.073

Values from the calculation:
- strongest force on any atom (eV Å⁻¹) = 1.23
- net charge = 0
- E_LUMO (eV) = 0.941
- HOMO level (eV) = -9.78
- gap between HOMO and LUMO (eV) = 10.718

Entry 7:
This record from OMol25 describes one molecule with the formula C3H3ClO2 in a non-equilibrium geometry. The level of theory is ωB97M-V/def2-TZVPD.

Each atom is followed by the atoms it is bonded to, with distances in Å.
Geometry (Å):
1 Cl 0.1629 0.5001 3.4020  C5 1.695
2 O 0.0159 1.0656 0.7546  C5 1.412, C6 1.308
3 O 0.5527 -0.8055 1.0352  C5 1.393, C6 1.356
4 C -0.2570 -0.2197 -1.3978  C6 1.483, H7 1.123, H8 1.193, H9 1.233
5 C 0.6679 0.3598 1.7896  Cl1 1.695, O2 1.412, O3 1.393, C6 1.891
6 C 0.0802 -0.0238 0.0334  O2 1.308, O3 1.356, C4 1.483, C5 1.891
7 H 0.1415 -1.1720 -1.8407  C4 1.123
8 H 0.1050 0.6115 -2.1727  C4 1.193
9 H -1.4691 -0.3160 -1.6036  C4 1.233

Values from the calculation:
- strongest force on any atom (eV Å⁻¹) = 3.16
- net charge = 0
- E_LUMO (alpha / beta) (eV) = 0.390 / 0.389
- HOMO level (alpha / beta) (eV) = -7.50 / -7.50
- gap between HOMO and LUMO (alpha / beta) (eV) = 7.893 / 7.892

Entry 8:
This record from OMol25 describes a 2-piece molecular cluster, C3H3ClO2 overall in a non-equilibrium geometry. The level of theory is ωB97M-V/def2-TZVPD.

Each atom is followed by the atoms it is bonded to, with distances in Å.
Geometry (Å):
1 Cl 1.9955 -0.0382 0.8418  C5 1.711
2 O -0.4630 0.3029 1.3372  C5 1.200
3 O -0.2051 1.7601 -2.1441  C4 1.139
4 C -0.4533 0.7304 -1.7246  O3 1.139, C6 1.308
5 C 0.5689 -0.1176 1.7828  Cl1 1.711, O2 1.200, H8 1.065
6 C -0.6502 -0.4446 -1.1852  C4 1.308, H7 1.127, H9 1.025
7 H -1.6646 -0.7156 -0.7764  C6 1.127
8 H 0.6522 -0.5975 2.7302  C5 1.065
9 H 0.2196 -0.8798 -0.8616  C6 1.025

Values from the calculation:
- strongest force on any atom (eV Å⁻¹) = 3.34
- net charge = 0
- E_LUMO (eV) = 0.433
- HOMO level (eV) = -8.77
- gap between HOMO and LUMO (eV) = 9.200

In kcal/mol, the energy above the lowest of the compared OMol25 structures with the same formula, charge and spin values for the records above are, in order, 72.1, 51.8, 40.0, 0.0, 46.6, 5.7, 90.8, 35.4.